Entry 1:
{"formula": "C3H8S2", "method": "the ωB97M-V functional and the def2-TZVPD basis", "homo_ev": -8.1, "e_tot_ev": -24907.757, "charge": 0, "smiles": "C=CC.SS", "gap_ev": 8.12, "de_lowest_ev": 3.640, "elements": ["C", "C", "C", "H", "H", "H", "H", "H", "H", "S", "S", "H", "H"], "xyz": [[0.4296, -3.6122, -0.3853], [0.8886, -2.4151, 0.0418], [1.1776, -1.1244, -0.6081], [-0.4265, -3.8864, 0.2497], [1.0752, -4.3097, -0.8997], [0.9510, -2.2716, 1.1221], [0.7586, -0.8914, -1.6119], [0.9450, -0.2104, -0.0481], [2.2322, -1.0684, -0.9432], [-2.7008, 5.2065, 1.6159], [-1.0164, 5.1549, 0.3076], [-2.6948, 3.9028, 2.0536], [-1.6192, 5.5253, -0.8944]]}

Entry 2:
{"formula": "C41H90O14", "method": "the ωB97M-V functional and the def2-TZVPD basis", "homo_ev": -9.4, "e_tot_ev": -72632.454, "charge": 0, "smiles": "C1CCOC1.C1CCOC1.C1CCOC1.C1CCOC1.C1CCOC1.C1CCOC1.C1CCOC1.COCCOC.COCCOC.COCCOC.CO", "gap_ev": 9.83, "de_lowest_ev": 0.000, "elements": ["C", "C", "C", "O", "C", "H", "H", "H", "H", "H", "H", "H", "H", "C", "C", "C", "O", "C", "H", "H", "H", "H", "H", "H", "H", "H", "C", "C", "C", "O", "C", "H", "H", "H", "H", "H", "H", "H", "H", "C", "C", "C", "O", "C", "H", "H", "H", "H", "H", "H", "H", "H", "C", "C", "C", "O", "C", "H", "H", "H", "H", "H", "H", "H", "H", "C", "C", "C", "O", "C", "H", "H", "H", "H", "H", "H", "H", "H", "C", "C", "C", "O", "C", "H", "H", "H", "H", "H", "H", "H", "H", "C", "O", "C", "C", "O", "C", "H", "H", "H", "H", "H", "H", "H", "H", "H", "H", "C", "O", "C", "C", "O", "C", "H", "H", "H", "H", "H", "H", "H", "H", "H", "H", "C", "O", "C", "C", "O", "C", "H", "H", "H", "H", "H", "H", "H", "H", "H", "H", "C", "O", "H", "H", "H", "H"], "xyz": [[2.5090, 1.2256, -3.5220], [1.3791, 1.8649, -4.3492], [0.1632, 1.0681, -3.9734], [0.3770, 0.5683, -2.6554], [1.7475, 0.7315, -2.2932], [3.2336, 1.9933, -3.2559], [3.0350, 0.4244, -4.0473], [1.6484, 1.8656, -5.4048], [1.3022, 2.9006, -4.0112], [-0.0109, 0.2368, -4.6660], [-0.7191, 1.7133, -3.9602], [2.0652, -0.1869, -1.8007], [1.8889, 1.5244, -1.5520], [3.8093, 3.6694, 2.6592], [3.2544, 3.7450, 4.0729], [3.8529, 5.0922, 4.4942], [5.1832, 5.0159, 3.9739], [5.2355, 4.1121, 2.8573], [3.2454, 4.2007, 1.8924], [3.7630, 2.6188, 2.3415], [3.6800, 2.9252, 4.6579], [2.1790, 3.5717, 4.1497], [3.9832, 5.0951, 5.5775], [3.2996, 5.9310, 4.0685], [5.8849, 3.2597, 3.0756], [5.6226, 4.6818, 2.0080], [3.2674, -3.1887, -3.9111], [3.5392, -3.8954, -5.2247], [4.7970, -4.6830, -4.8124], [5.5127, -3.8487, -3.9036], [4.6489, -2.8210, -3.3793], [2.7327, -3.8787, -3.2551], [2.5931, -2.3315, -3.9972], [3.7490, -3.2040, -6.0381], [2.7254, -4.5818, -5.4566], [5.3976, -4.9865, -5.6707], [4.5554, -5.6013, -4.2633], [5.0884, -1.8709, -3.6724], [4.5615, -2.8857, -2.2914], [2.8455, -6.5042, -1.5682], [1.4558, -6.7711, -2.1370], [0.9215, -7.6937, -1.0448], [1.4384, -7.1930, 0.1844], [2.5059, -6.2798, -0.1158], [3.3065, -5.6058, -1.9842], [3.5048, -7.3627, -1.7032], [1.4632, -7.2836, -3.0988], [0.9535, -5.8044, -2.2046], [1.2625, -8.7170, -1.2208], [-0.1699, -7.6722, -1.1158], [3.3325, -6.5227, 0.5563], [2.2334, -5.2384, 0.0764], [-5.4716, -2.6710, 2.8221], [-4.1697, -2.2939, 2.0767], [-4.6547, -1.2657, 1.0416], [-5.8422, -0.7207, 1.5616], [-6.5430, -1.7834, 2.1815], [-5.3397, -2.3053, 3.8443], [-5.8510, -3.6877, 2.9048], [-3.7676, -3.1982, 1.6177], [-3.4350, -1.8629, 2.7529], [-4.7321, -1.7536, 0.0621], [-3.8986, -0.5131, 0.8088], [-7.1300, -2.3308, 1.4340], [-7.2058, -1.3374, 2.9229], [-3.5848, 0.5706, -3.5262], [-4.9631, -0.0314, -3.7493], [-4.8192, -1.4537, -3.1624], [-3.8840, -1.3007, -2.1099], [-3.0547, -0.1349, -2.2931], [-3.7097, 1.6468, -3.3977], [-2.9649, 0.3898, -4.4067], [-5.2507, 0.0537, -4.7975], [-5.6630, 0.5963, -3.1902], [-4.3877, -2.0649, -3.9613], [-5.8365, -1.7813, -2.9570], [-2.0090, -0.4360, -2.3717], [-3.1677, 0.4193, -1.3594], [0.0135, -6.4416, 3.4962], [-0.7112, -5.7497, 2.3728], [-1.1773, -4.4260, 3.0947], [-0.3654, -4.3430, 4.2809], [0.7149, -5.2808, 4.1627], [0.7523, -7.1704, 3.1468], [-0.6326, -6.9161, 4.2360], [-1.5092, -6.4328, 2.0862], [-0.0513, -5.4583, 1.5581], [-2.1787, -4.7013, 3.4250], [-1.0342, -3.5353, 2.4965], [1.2137, -5.4464, 5.1152], [1.5188, -4.9368, 3.4945], [1.7861, -2.4466, -0.1275], [1.5131, -1.2918, 0.6132], [0.1281, -1.1606, 0.8632], [-0.2057, 0.2707, 1.2663], [0.4902, 1.1003, 0.3777], [0.4547, 2.4472, 0.7797], [1.3313, -2.3958, -1.1281], [1.3699, -3.3649, 0.2994], [2.8593, -2.5609, -0.2739], [-0.1918, -1.8949, 1.6032], [-0.3684, -1.2776, -0.1107], [-0.0140, 0.4432, 2.3362], [-1.2916, 0.4505, 1.2349], [-0.5320, 2.8852, 0.5890], [1.1279, 3.0152, 0.1320], [0.7962, 2.6406, 1.7995], [-4.8732, 2.2940, 2.6245], [-4.5861, 3.1608, 1.5315], [-3.9884, 2.4877, 0.4462], [-3.3279, 3.4201, -0.5572], [-4.2219, 4.0941, -1.4404], [-5.2337, 4.8315, -0.7615], [-5.2614, 2.9009, 3.4399], [-3.9279, 1.7888, 2.8421], [-5.6619, 1.5617, 2.4348], [-4.7781, 1.9227, -0.0700], [-3.2669, 1.7453, 0.8068], [-2.6559, 2.8179, -1.1647], [-2.7751, 4.2216, -0.0512], [-4.8397, 5.3341, 0.1240], [-6.0417, 4.1540, -0.4793], [-5.6074, 5.5646, -1.4754], [2.2881, 7.4968, 0.0858], [2.3903, 6.5581, 1.1358], [1.1732, 6.1076, 1.6727], [0.1266, 7.1825, 1.9408], [-0.6145, 7.4160, 0.7432], [-1.7555, 8.2296, 0.8990], [1.7899, 6.9751, -0.7409], [3.2832, 7.7074, -0.3077], [1.8308, 8.4433, 0.3672], [1.2716, 5.5213, 2.5832], [0.7246, 5.4748, 0.8926], [0.5906, 8.1528, 2.1555], [-0.5647, 6.8296, 2.7144], [-1.8858, 8.8792, 0.0313], [-1.8071, 8.8606, 1.7889], [-2.6138, 7.5442, 0.8851], [5.3951, 0.1967, 1.2811], [4.3873, -0.6115, 1.8854], [5.1678, 1.2667, 1.3789], [6.3137, 0.1181, 1.8656], [5.5274, -0.0921, 0.2392], [3.7237, -0.7504, 1.1993]]}

Entry 3:
{"formula": "C43H49LaN13OPSSe", "method": "the ωB97M-V functional and the def2-TZVPD basis", "homo_ev": -7.5, "e_tot_ev": -153139.201, "charge": 0, "gap_ev": 7.42, "de_lowest_ev": 0.000, "elements": ["La", "C", "C", "N", "C", "S", "N", "N", "C", "C", "C", "C", "C", "C", "C", "N", "H", "H", "H", "H", "H", "H", "H", "H", "H", "H", "H", "H", "H", "C", "C", "C", "C", "N", "C", "C", "C", "C", "C", "C", "C", "H", "H", "H", "H", "H", "H", "H", "H", "C", "C", "N", "H", "H", "H", "C", "C", "C", "C", "C", "N", "C", "O", "N", "C", "C", "C", "C", "N", "C", "C", "C", "H", "H", "H", "H", "H", "H", "H", "H", "H", "H", "H", "H", "H", "Se", "C", "N", "C", "N", "C", "N", "C", "N", "C", "P", "C", "C", "H", "H", "H", "H", "H", "H", "H", "H", "H", "H", "H", "H"], "xyz": [[-0.2982, 0.0069, -0.2420], [2.0779, -0.3710, -6.3221], [3.1178, 0.0051, -5.2762], [2.9053, -0.6587, -4.0070], [1.9950, -0.2704, -3.0751], [1.8103, -1.3935, -1.7594], [1.4121, 0.8780, -3.3397], [0.4838, 1.3400, -2.4307], [0.0316, 2.5068, -2.7457], [0.4486, 3.2240, -3.9929], [-0.9344, 3.1788, -1.8203], [-1.3023, 4.5093, -2.0091], [-2.2309, 5.0869, -1.1590], [-2.7966, 4.3206, -0.1576], [-2.3679, 3.0110, -0.0247], [-1.4428, 2.4655, -0.8071], [2.2454, 0.1719, -7.2538], [1.0790, -0.1319, -5.9567], [2.1126, -1.4386, -6.5463], [3.1074, 1.0802, -5.1015], [4.1224, -0.2607, -5.6108], [3.2565, -1.5933, -3.8816], [0.6356, 2.5041, -4.7845], [1.3872, 3.7620, -3.8345], [-0.3075, 3.9328, -4.3186], [-0.8617, 5.0913, -2.8020], [-2.5178, 6.1214, -1.2927], [-3.5499, 4.7149, 0.5094], [-2.7917, 2.3626, 0.7316], [2.3263, -3.5826, 2.0648], [3.5455, -2.9688, 2.3073], [3.6569, -1.6084, 2.1243], [2.5557, -0.8586, 1.6969], [1.3843, -1.4699, 1.4312], [1.2887, -2.7887, 1.6238], [2.6226, 0.6230, 1.5208], [3.7384, 1.3222, 1.9930], [3.8273, 2.6967, 1.8420], [2.7874, 3.3806, 1.2270], [1.6783, 2.6694, 0.7862], [1.5501, 1.2783, 0.8909], [2.1811, -4.6453, 2.1973], [4.4025, -3.5457, 2.6310], [4.6054, -1.1235, 2.2916], [0.3226, -3.2247, 1.4056], [4.5497, 0.8143, 2.4976], [4.6984, 3.2250, 2.2083], [2.8391, 4.4565, 1.1064], [0.8780, 3.2451, 0.3219], [-3.9470, -3.3193, 1.6450], [-2.6750, -2.6675, 1.3315], [-1.7091, -2.1036, 1.0802], [-4.7478, -2.5932, 1.4983], [-3.9318, -3.6767, 2.6729], [-4.0945, -4.1604, 0.9688], [0.7609, -3.7273, -7.6571], [0.0835, -4.5619, -6.6055], [0.6167, -4.6918, -5.3293], [-0.0121, -5.4449, -4.3490], [-1.2239, -6.0615, -4.6249], [-1.9435, -6.8055, -3.6526], [-1.9231, -6.6787, -2.2822], [-2.1565, -7.6189, -1.5498], [-1.6185, -5.4296, -1.7683], [-1.9417, -4.1564, -2.2777], [-2.9493, -3.9074, -3.1982], [-3.1510, -2.6036, -3.6206], [-2.3692, -1.5888, -3.0961], [-1.4056, -1.8248, -2.2085], [-1.1938, -3.0758, -1.8321], [-1.7665, -5.9533, -5.9003], [-1.1117, -5.2229, -6.8771], [1.7683, -3.4493, -7.3493], [0.2080, -2.8055, -7.8471], [0.8345, -4.2651, -8.6030], [1.5498, -4.1965, -5.0884], [0.4356, -5.5341, -3.3699], [-2.3133, -7.6994, -3.9385], [-1.3647, -5.4785, -0.7933], [-3.5685, -4.7089, -3.5736], [-3.9260, -2.3746, -4.3382], [-2.5303, -0.5552, -3.3746], [-0.3754, -3.2477, -1.1384], [-2.7134, -6.4314, -6.1203], [-1.5497, -5.1520, -7.8657], [-5.7195, -0.0888, 0.2458], [-3.9699, -0.0056, -0.1997], [-2.8317, 0.0465, -0.4396], [-2.4358, 0.5363, 5.7018], [-3.1725, 1.1552, 4.6021], [-2.8730, 2.5854, 4.5935], [-1.4491, 2.9087, 4.5448], [-0.7768, 2.2237, 5.6460], [-0.9912, 0.7774, 5.6753], [-0.3544, 0.1176, 4.5323], [-1.0050, 0.7061, 2.9052], [-2.8079, 0.5348, 3.3225], [-0.8560, 2.5166, 3.2644], [-2.6180, -0.5406, 5.6923], [-2.8193, 0.9445, 6.6398], [-3.2863, 3.0216, 5.5059], [-3.3720, 3.0454, 3.7375], [-1.1580, 2.6350, 6.5836], [0.2945, 2.4254, 5.5890], [-0.5000, -0.9639, 4.5993], [0.7244, 0.2958, 4.5660], [-3.0467, -0.5323, 3.3730], [-3.4327, 0.9377, 2.5209], [-1.3012, 3.0979, 2.4542], [0.2100, 2.7638, 3.2650]]}